--- i ---
15
Properties=species:S:1:pos:R:3:lowdin_charge:R:1 method="wB97M-V/def2-TZVPD" mol_weight_g_mol=76.12 homo_lumo_gap_ev=8.080 charge=+1
H 1.022 2.561 -1.090 0.165
H -2.678 -0.260 1.340 0.080
H -1.121 -0.253 -0.726 0.098
H 1.082 0.601 0.014 0.098
C -1.623 -0.492 1.321 -0.074
C -1.158 -1.085 -0.019 -0.314
H -1.898 -1.804 -0.369 0.114
H -1.381 -1.037 2.225 0.077
H 2.558 2.380 -1.874 0.165
H 0.151 -2.204 0.883 0.099
C 1.781 0.831 -0.773 0.179
H 2.279 -0.022 -1.222 0.139
N 1.878 2.023 -1.212 0.212
O 0.139 -1.661 0.081 -0.099
H -1.030 0.424 1.422 0.061

***

--- ii ---
15
Properties=species:S:1:pos:R:3:lowdin_charge:R:1 method="wB97M-V/def2-TZVPD" mol_weight_g_mol=76.12 homo_lumo_gap_ev=9.788 charge=+1
H 0.508 -1.425 0.012 0.128
H 1.488 -0.537 0.973 0.116
C 1.265 0.454 -0.955 -0.255
O 1.473 -0.540 -1.881 -0.100
H -0.222 0.694 1.938 0.128
H -1.490 -1.122 0.258 0.170
H 0.655 1.227 -1.245 0.071
H -2.256 -0.526 1.644 0.235
H 2.358 0.835 -0.854 0.165
C 0.640 -0.362 0.311 -0.136
C -0.460 0.486 0.913 -0.155
H -0.445 1.488 0.372 0.152
N -1.739 -0.237 0.727 0.208
H -2.385 0.239 0.234 0.112
H 0.610 -0.673 -2.447 0.161

***

Unit: kJ/mol. Relative energies: i 0.0; ii 33.1.

***

--- i ---
15
Properties=species:S:1:pos:R:3:lowdin_charge:R:1 method="wB97M-V/def2-TZVPD" mol_weight_g_mol=76.12 homo_lumo_gap_ev=11.684 charge=+1
H -2.059 -0.296 -1.304 0.099
H 1.272 -1.329 -0.035 0.142
H 0.360 -0.038 -1.849 0.157
O -0.163 1.530 -0.629 -0.026
C -0.021 0.139 -0.846 -0.427
N 0.718 0.088 1.482 0.211
C 1.120 -0.261 0.082 -0.089
H 0.245 0.998 1.402 0.163
H 2.044 0.231 -0.165 0.139
C -1.315 -0.606 -0.566 -0.023
H -0.740 1.940 -1.280 0.120
H -0.002 -0.554 1.824 0.167
H 1.451 0.114 2.189 0.180
H -1.198 -1.681 -0.700 0.099
H -1.711 -0.273 0.395 0.086

***

--- ii ---
15
Properties=species:S:1:pos:R:3:lowdin_charge:R:1 method="wB97M-V/def2-TZVPD" mol_weight_g_mol=76.12 homo_lumo_gap_ev=10.914 charge=+1
H -1.998 -1.760 0.807 0.126
H 0.769 -0.448 -1.263 0.137
H 0.009 -0.693 1.386 0.167
H -1.702 -0.366 -0.216 0.157
N 0.027 -1.245 0.553 -0.064
H 1.744 -0.329 0.315 0.163
H -0.199 3.011 -0.130 0.083
H 1.342 2.376 0.382 0.082
C 0.492 2.218 -0.239 -0.127
C 0.762 -0.376 -0.206 -0.045
C -1.313 -1.490 -0.022 0.019
H -1.114 -1.914 -0.997 0.110
H 0.683 2.151 -1.384 0.131
H 0.584 -2.180 0.799 0.265
O -0.085 1.046 0.216 -0.204

***

Unit: kJ/mol. Relative energies: i 0.0; ii 304.1.